*a*
ORCA calculation (the ωB97M-V functional and the def2-TZVPD basis) on a cluster of 2 separate species, CH3ClN2O2 in total.

Values from the calculation:
Frontier orbital gap in eV: 9.94
Highest occupied orbital energy in eV: -9.687
Structure (SMILES): N=C=O.ONCl

Geometry as XYZ:
```
9
Properties=species:S:1:pos:R:3:mulliken_charge:R:1
N 1.86162 1.23672 -1.11220 -0.432
C 1.86687 0.31440 -0.32590 0.593
O 2.14608 -0.43860 0.52157 -0.438
H 1.18647 1.83542 -1.51915 0.285
O -0.97681 -1.42006 0.69144 -0.297
N -1.78874 -0.38016 0.81914 -0.191
Cl -1.52520 0.85106 -0.49874 -0.147
H -0.09412 -1.15212 0.76869 0.334
H -2.67618 -0.84665 0.65514 0.293
```

---

*b*
ORCA calculation (the ωB97M-V functional and the def2-TZVPD basis) on a cluster of 2 separate species, CH3ClN2O2 in total.

Values from the calculation:
Frontier orbital gap (alpha / beta) in eV: 8.71 / 8.25
Highest occupied orbital energy (alpha / beta) in eV: -9.864 / -9.708

Geometry as XYZ:
```
9
Properties=species:S:1:pos:R:3:mulliken_charge:R:1
C -0.84680 0.61658 0.10002 -0.470
N 0.12321 -1.68344 -0.68725 -0.343
N 0.41816 1.19760 0.12391 0.864
O 1.18102 0.74384 0.91165 -0.512
O 0.59394 2.11929 -0.64402 -0.571
Cl 1.56618 -1.47334 0.09173 0.081
H -1.36522 0.51676 -0.87491 0.350
H -1.30214 0.29581 1.06630 0.336
H -0.36835 -2.33310 -0.08744 0.265
```

---

Most stable structure among those shown: *a*.